{
  "formula": "C23H36Br2InN2O12S",
  "method": "ωB97M-V/def2-TZVPD",
  "e_lumo_ev": 2.00,
  "e_homo_ev": -4.695,
  "total_charge": -1,
  "symbols": ["C", "C", "Br", "C", "Br", "In", "C", "C", "C", "N", "N", "C", "S", "H", "H", "H", "H", "H", "H", "H", "H", "H", "H", "H", "H", "C", "C", "C", "O", "C", "O", "O", "H", "H", "H", "H", "H", "H", "C", "C", "C", "O", "C", "O", "O", "H", "H", "H", "H", "H", "H", "C", "C", "C", "O", "C", "O", "O", "H", "H", "H", "H", "H", "H", "C", "C", "C", "O", "C", "O", "O", "H", "H", "H", "H", "H", "H"],
  "xyz": [[1.854, -4.233, -0.470], [1.284, -2.707, -0.709], [2.153, -1.255, 0.428], [0.189, -2.352, -1.697], [-0.547, -3.896, -2.809], [-0.660, -0.279, -2.023], [-2.779, -0.286, -1.137], [-3.454, -1.787, -1.231], [-4.465, -2.120, 0.059], [-3.824, -1.827, 1.405], [0.392, 1.300, -1.040], [-0.083, 1.500, 0.263], [-0.063, 1.419, 1.995], [1.878, -4.902, -1.434], [2.938, -4.153, 0.018], [1.133, -4.727, 0.341], [-0.853, 0.057, -3.797], [-3.445, 0.418, -1.814], [-2.802, 0.139, -0.035], [-2.552, -2.556, -1.113], [-4.014, -1.920, -2.276], [-4.612, -3.303, 0.023], [-5.534, -1.660, -0.067], [-2.822, -2.146, 1.444], [-3.925, -0.816, 1.641], [1.445, 0.631, -9.014], [0.873, 1.265, -7.761], [0.774, 0.316, -6.605], [-0.323, 0.831, -5.871], [-1.114, 1.492, -6.769], [-2.243, 1.888, -6.530], [-0.477, 1.648, -7.966], [0.748, -0.097, -9.442], [1.608, 1.395, -9.781], [2.400, 0.136, -8.812], [1.447, 2.161, -7.494], [1.680, 0.316, -5.992], [0.544, -0.713, -6.901], [2.926, 2.450, 2.647], [4.058, 3.076, 3.438], [4.015, 4.575, 3.456], [5.380, 4.926, 3.591], [6.101, 3.894, 3.057], [7.297, 3.940, 2.821], [5.307, 2.809, 2.821], [3.038, 2.643, 1.575], [2.938, 1.362, 2.771], [1.952, 2.824, 2.978], [4.084, 2.665, 4.454], [3.434, 4.961, 4.298], [3.631, 5.014, 2.528], [-10.633, -2.114, -0.897], [-9.393, -2.074, -1.767], [-8.299, -2.980, -1.288], [-7.128, -2.323, -1.740], [-7.439, -0.995, -1.830], [-6.619, -0.106, -1.993], [-8.783, -0.794, -1.710], [-10.445, -1.662, 0.083], [-11.436, -1.531, -1.359], [-10.989, -3.139, -0.754], [-9.655, -2.281, -2.811], [-8.371, -3.980, -1.725], [-8.250, -3.070, -0.198], [7.994, 0.560, 8.212], [6.997, 0.467, 7.074], [7.316, 1.378, 5.927], [6.038, 1.649, 5.378], [5.140, 1.507, 6.399], [3.973, 1.857, 6.342], [5.720, 0.924, 7.489], [7.919, 1.525, 8.727], [7.782, -0.209, 8.962], [9.021, 0.423, 7.859], [6.897, -0.573, 6.742], [7.959, 0.897, 5.184], [7.773, 2.325, 6.233]]
}

{
  "formula": "C23H36Cl2N2O3S2SiZr",
  "method": "ωB97M-V/def2-TZVPD",
  "e_lumo_ev": -7.21,
  "e_homo_ev": -14.154,
  "e_above_lowest_kcal_mol": 19.94,
  "total_charge": 2,
  "symbols": ["Zr", "Cl", "C", "C", "C", "C", "C", "Cl", "C", "S", "H", "H", "H", "N", "C", "C", "C", "C", "C", "N", "H", "H", "H", "H", "H", "H", "C", "C", "C", "C", "O", "Si", "S", "O", "C", "C", "C", "C", "O", "C", "C", "C", "C", "H", "H", "H", "H", "H", "H", "H", "H", "H", "H", "H", "H", "H", "H", "H", "H", "H", "H", "H", "H", "H", "H", "H", "H", "H", "H", "H"],
  "xyz": [[2.122, 0.081, -0.735], [-0.013, -0.917, 0.288], [0.332, -2.570, 0.763], [-0.731, -3.378, 1.112], [-0.463, -4.680, 1.497], [0.841, -5.148, 1.529], [1.895, -4.314, 1.188], [3.505, -4.907, 1.255], [1.660, -2.988, 0.797], [3.018, -1.920, 0.462], [-1.743, -2.995, 1.092], [-1.277, -5.334, 1.776], [1.052, -6.164, 1.833], [-0.209, 0.508, -2.714], [0.211, -0.769, -2.937], [-0.475, -1.625, -3.805], [0.040, -2.873, -4.055], [1.233, -3.277, -3.439], [1.849, -2.407, -2.589], [1.352, -1.163, -2.324], [-1.071, 0.804, -3.143], [0.133, 1.084, -1.955], [-1.392, -1.294, -4.274], [-0.474, -3.544, -4.731], [1.663, -4.248, -3.632], [2.767, -2.672, -2.088], [3.027, 2.754, -3.854], [3.758, 1.818, -2.901], [3.840, 0.424, -3.512], [5.154, 2.328, -2.574], [2.974, 1.689, -1.617], [2.762, 3.013, -0.416], [1.107, 2.012, 0.468], [2.479, 4.348, -1.216], [2.167, 5.729, -0.789], [0.946, 5.687, 0.117], [1.877, 6.487, -2.072], [3.376, 6.303, -0.069], [4.132, 3.076, 0.408], [4.894, 2.220, 1.297], [4.652, 2.682, 2.725], [4.419, 0.778, 1.129], [6.358, 2.373, 0.915], [3.497, 2.701, -4.835], [3.069, 3.781, -3.504], [1.979, 2.467, -3.955], [4.538, 0.453, -4.347], [2.875, 0.110, -3.906], [4.230, -0.308, -2.790], [5.669, 2.565, -3.503], [5.732, 1.569, -2.044], [5.104, 3.236, -1.974], [0.117, 5.186, -0.385], [0.634, 6.700, 0.368], [1.169, 5.157, 1.047], [1.049, 6.028, -2.612], [2.757, 6.507, -2.715], [1.606, 7.515, -1.834], [3.629, 5.702, 0.806], [3.157, 7.318, 0.258], [4.241, 6.334, -0.734], [3.611, 2.536, 3.019], [4.901, 3.737, 2.823], [5.288, 2.112, 3.403], [3.384, 0.705, 1.478], [5.017, 0.106, 1.742], [4.528, 0.456, 0.074], [6.621, 3.430, 0.894], [6.566, 1.947, -0.066], [6.991, 1.876, 1.649]]
}

{
  "formula": "C23H36ClFN2O11S",
  "method": "ωB97M-V/def2-TZVPD",
  "e_lumo_ev": -2.19,
  "e_homo_ev": -8.478,
  "symbols": ["C", "C", "O", "C", "O", "C", "O", "C", "C", "S", "C", "N", "C", "C", "O", "Cl", "C", "C", "O", "N", "C", "O", "F", "C", "C", "O", "O", "H", "H", "H", "H", "H", "H", "H", "H", "H", "H", "H", "H", "C", "C", "C", "O", "H", "H", "H", "H", "H", "H", "H", "H", "C", "C", "C", "O", "H", "H", "H", "H", "H", "H", "H", "H", "C", "C", "C", "O", "H", "H", "H", "H", "H", "H", "H", "H"],
  "xyz": [[3.758, -1.191, 2.954], [3.323, -2.289, 1.908], [4.399, -2.412, 0.946], [3.115, -3.723, 2.517], [2.059, -3.815, 3.505], [0.824, -4.071, 2.907], [0.331, -5.152, 2.894], [0.124, -2.794, 2.303], [-0.101, -2.608, 0.855], [0.429, -3.855, -0.368], [-0.744, -1.361, 0.452], [-1.124, -0.374, 1.352], [-1.756, 0.832, 0.762], [-0.692, 1.406, -0.282], [0.378, 1.728, 0.110], [-1.131, 1.502, -2.039], [-0.890, -0.534, 2.705], [-1.278, 0.602, 3.724], [-2.379, 1.078, 3.771], [-0.243, 1.009, 4.638], [0.049, 2.411, 4.540], [-0.309, 3.163, 3.698], [0.883, 2.898, 5.530], [-0.280, -1.740, 3.267], [-0.032, -1.971, 4.789], [-0.910, -2.572, 5.425], [1.017, -1.531, 5.388], [3.262, -1.289, 3.960], [3.400, -0.199, 2.541], [4.877, -1.084, 3.050], [2.454, -1.888, 1.327], [5.252, -2.372, 1.410], [4.073, -3.992, 3.045], [2.946, -4.470, 1.694], [-0.519, -4.847, -0.415], [-0.928, -1.225, -0.646], [-2.654, 0.529, 0.155], [-2.073, 1.595, 1.512], [0.636, 0.524, 4.372], [-6.309, 2.401, -1.704], [-5.669, 1.104, -1.238], [-6.720, 0.079, -0.844], [-4.816, 1.368, -0.120], [-6.908, 2.848, -0.904], [-5.545, 3.131, -1.973], [-6.951, 2.235, -2.569], [-5.041, 0.698, -2.034], [-7.332, 0.448, -0.016], [-6.247, -0.844, -0.502], [-7.376, -0.156, -1.685], [-5.360, 1.728, 0.592], [7.130, -0.974, -2.557], [7.188, -0.524, -1.106], [8.575, -0.017, -0.739], [6.839, -1.614, -0.256], [7.828, -1.797, -2.738], [6.132, -1.344, -2.803], [7.375, -0.153, -3.235], [6.452, 0.266, -0.936], [9.322, -0.808, -0.859], [8.605, 0.292, 0.308], [8.863, 0.832, -1.363], [7.483, -2.319, -0.397], [-3.151, 2.376, -5.823], [-4.429, 2.894, -5.183], [-4.246, 4.305, -4.645], [-4.816, 2.025, -4.119], [-2.338, 2.335, -5.091], [-3.293, 1.359, -6.195], [-2.839, 3.012, -6.654], [-5.238, 2.884, -5.918], [-3.470, 4.329, -3.873], [-5.168, 4.660, -4.179], [-3.967, 4.998, -5.441], [-4.107, 2.026, -3.462]]
}

{
  "formula": "C23H36F13N3O4P",
  "method": "ωB97M-V/def2-TZVPD",
  "e_lumo_ev": -4.02,
  "e_homo_ev": -10.926,
  "total_charge": 1,
  "symbols": ["N", "C", "N", "C", "P", "O", "C", "N", "C", "C", "C", "F", "F", "C", "F", "F", "C", "F", "F", "C", "F", "F", "C", "F", "F", "C", "F", "F", "F", "H", "H", "H", "H", "H", "H", "H", "H", "H", "H", "H", "H", "C", "C", "C", "O", "C", "H", "H", "H", "H", "H", "H", "H", "H", "C", "C", "C", "O", "C", "H", "H", "H", "H", "H", "H", "H", "H", "C", "C", "C", "O", "C", "H", "H", "H", "H", "H", "H", "H", "H"],
  "xyz": [[-0.538, 3.520, 3.451], [0.285, 3.088, 2.435], [0.878, 3.875, 1.247], [1.729, 2.963, 0.389], [3.090, 3.680, -0.739], [4.438, 4.049, -0.001], [2.162, 1.879, 1.587], [0.784, 1.684, 2.179], [0.608, 0.648, 3.264], [0.899, -0.895, 2.796], [-0.150, -1.504, 1.693], [-0.771, -0.498, 0.794], [0.677, -2.390, 0.790], [-1.324, -2.470, 2.306], [-1.987, -3.241, 1.202], [-0.608, -3.517, 3.127], [-2.370, -1.737, 3.332], [-3.303, -2.825, 3.813], [-1.690, -1.250, 4.590], [-3.331, -0.595, 2.656], [-2.707, 0.774, 2.604], [-3.792, -0.923, 1.268], [-4.739, -0.378, 3.533], [-4.482, -0.418, 5.020], [-5.789, -1.371, 3.209], [-5.407, 1.131, 3.270], [-5.452, 1.510, 1.839], [-4.774, 2.183, 4.149], [-6.844, 1.075, 3.732], [-0.741, 2.917, 4.303], [-1.006, 4.473, 3.468], [0.142, 4.404, 0.690], [1.034, 2.254, -0.275], [2.616, 4.786, -1.566], [3.430, 2.618, -1.696], [2.739, 0.925, 1.214], [2.895, 2.318, 2.421], [-0.431, 0.825, 3.774], [1.423, 0.900, 4.098], [1.978, -0.940, 2.288], [0.938, -1.562, 3.777], [5.598, 3.418, -5.188], [6.845, 4.143, -4.753], [6.293, 5.177, -3.797], [5.122, 4.607, -3.197], [4.773, 3.418, -3.920], [5.785, 2.413, -5.574], [5.086, 3.995, -5.967], [7.506, 3.453, -4.216], [7.409, 4.583, -5.579], [5.988, 6.086, -4.327], [7.009, 5.452, -3.017], [5.018, 2.559, -3.287], [3.697, 3.410, -4.118], [-2.453, -0.257, -3.297], [-3.183, -0.654, -2.040], [-2.985, 0.562, -1.161], [-2.893, 1.696, -2.034], [-2.748, 1.225, -3.381], [-2.775, -0.807, -4.185], [-1.376, -0.417, -3.167], [-4.250, -0.787, -2.258], [-2.809, -1.575, -1.586], [-2.047, 0.497, -0.599], [-3.806, 0.707, -0.454], [-3.692, 1.412, -3.904], [-1.954, 1.783, -3.884], [-0.800, -6.157, 0.620], [-0.123, -7.459, 0.278], [-0.884, -7.899, -0.953], [-1.313, -6.706, -1.625], [-1.104, -5.589, -0.750], [-0.187, -5.489, 1.231], [-1.734, -6.354, 1.158], [0.927, -7.275, 0.022], [-0.154, -8.196, 1.085], [-1.779, -8.471, -0.684], [-0.274, -8.503, -1.630], [-0.256, -5.015, -1.138], [-1.990, -4.949, -0.752]]
}

{
  "formula": "C23H36GeN3O4RuSSe",
  "method": "ωB97M-V/def2-TZVPD",
  "e_lumo_ev": [-3.97, -3.97],
  "e_homo_ev": [-10.253, -10.255],
  "e_above_lowest_kcal_mol": 13.83,
  "total_charge": 1,
  "symbols": ["Ru", "N", "C", "O", "C", "C", "H", "H", "H", "H", "H", "H", "C", "C", "C", "C", "C", "C", "C", "H", "H", "H", "H", "H", "H", "H", "O", "C", "O", "C", "C", "C", "C", "S", "C", "C", "H", "H", "H", "H", "H", "N", "C", "N", "O", "H", "H", "H", "H", "C", "Ge", "C", "C", "C", "Se", "C", "H", "H", "H", "H", "H", "H", "H", "H", "H", "H", "H", "H", "H", "H"],
  "xyz": [[-0.093, -0.169, -0.204], [-0.604, -1.724, 3.669], [-0.571, -1.398, 2.374], [0.178, -0.490, 1.973], [-1.440, -2.165, 1.404], [-1.751, -1.331, 0.156], [0.014, -1.256, 4.312], [-1.196, -2.461, 4.010], [-2.350, -2.529, 1.890], [-0.859, -3.055, 1.142], [-2.616, -0.689, 0.325], [-1.969, -1.968, -0.701], [0.112, 1.902, -0.307], [-1.291, 1.893, 0.030], [-2.321, 2.143, -0.912], [-3.637, 2.027, -0.547], [-3.975, 1.643, 0.758], [-2.994, 1.424, 1.706], [-1.659, 1.559, 1.347], [0.809, 2.154, 0.483], [0.386, 2.255, -1.295], [-2.057, 2.453, -1.911], [-4.417, 2.237, -1.267], [-5.018, 1.545, 1.030], [-3.259, 1.165, 2.722], [-0.887, 1.466, 2.097], [-5.781, 2.109, -5.515], [-4.544, 2.638, -5.430], [-4.310, 3.706, -5.917], [-3.503, 1.843, -4.698], [-2.174, 2.209, -4.894], [-1.158, 1.540, -4.237], [-1.450, 0.504, -3.350], [-0.136, -0.331, -2.513], [-2.777, 0.123, -3.172], [-3.794, 0.787, -3.838], [-5.799, 1.207, -5.177], [-1.960, 3.028, -5.568], [-0.125, 1.824, -4.397], [-3.015, -0.683, -2.489], [-4.815, 0.480, -3.644], [0.319, -3.397, -1.889], [0.993, -3.055, -0.795], [1.666, -3.988, -0.092], [1.040, -1.872, -0.374], [0.225, -4.350, -2.190], [-0.158, -2.642, -2.381], [1.859, -4.892, -0.489], [2.306, -3.638, 0.605], [2.475, 3.513, 2.140], [3.894, 3.205, 0.827], [5.486, 4.258, 1.244], [3.246, 3.630, -0.969], [4.413, 1.305, 0.974], [3.085, -0.024, 0.441], [3.578, -0.075, -1.441], [2.085, 4.527, 2.059], [2.855, 3.375, 3.153], [1.648, 2.817, 1.994], [5.270, 5.326, 1.240], [6.267, 4.067, 0.508], [5.871, 3.993, 2.228], [2.968, 4.684, -1.012], [2.369, 3.040, -1.228], [4.016, 3.456, -1.722], [4.630, 1.097, 2.023], [5.321, 1.088, 0.410], [3.579, 0.940, -1.837], [2.842, -0.667, -1.978], [4.566, -0.520, -1.544]]
}

{
  "formula": "C23H36N2O4",
  "method": "ωB97M-V/def2-TZVPD",
  "e_lumo_ev": 0.58,
  "e_homo_ev": -7.881,
  "e_above_lowest_kcal_mol": 499.07,
  "symbols": ["C", "O", "C", "C", "C", "H", "H", "C", "N", "C", "O", "C", "C", "C", "C", "C", "C", "H", "O", "C", "C", "C", "N", "C", "C", "H", "H", "H", "H", "C", "C", "H", "H", "H", "C", "H", "H", "H", "H", "H", "H", "H", "H", "H", "O", "C", "H", "H", "H", "H", "H", "C", "C", "H", "H", "H", "H", "H", "H", "H", "H", "H", "H", "H", "H"],
  "xyz": [[2.012, -7.466, 2.119], [2.168, -6.053, 1.822], [0.929, -5.341, 1.494], [1.405, -3.961, 1.298], [0.273, -3.262, 0.531], [0.124, -3.601, -0.251], [-0.398, -3.313, 1.428], [0.549, -1.794, 0.616], [0.951, -1.303, 1.943], [0.402, -0.201, 2.592], [0.684, 0.145, 3.900], [-0.926, 0.234, 2.050], [-1.974, -0.389, 1.691], [-3.187, 0.323, 1.481], [-3.184, 1.530, 0.878], [-1.769, 2.297, 1.075], [-0.652, 1.730, 1.470], [0.226, 2.255, 1.704], [-1.945, 3.656, 0.510], [-1.137, 3.773, -0.665], [0.290, 3.527, -0.795], [0.968, 3.864, -1.959], [0.290, 3.084, -3.082], [-1.011, 3.129, -3.029], [-2.025, 2.670, -1.844], [-2.881, 2.945, -1.926], [-1.403, 1.744, -1.676], [-1.637, 2.438, -3.862], [-1.286, 4.096, -3.407], [1.043, 1.861, -3.530], [2.163, 2.082, -4.249], [2.025, 2.715, -5.168], [3.014, 2.539, -3.610], [2.742, 1.134, -4.833], [1.332, 0.810, -2.399], [1.557, -0.016, -2.607], [1.876, 1.212, -1.787], [0.530, 0.731, -1.645], [0.285, 1.283, -4.171], [1.988, 3.717, -1.964], [0.810, 5.071, -2.419], [0.758, 2.607, -0.198], [0.831, 4.255, -0.024], [-1.327, 4.729, -1.120], [-4.360, 1.966, 0.550], [-4.566, 3.604, 0.436], [-4.080, 4.012, 1.375], [-4.045, 4.121, -0.448], [-5.780, 3.557, 0.527], [-4.059, -0.327, 1.475], [-2.145, -1.361, 2.233], [2.065, -1.911, 2.545], [1.635, -3.271, 2.627], [2.758, -3.826, 3.090], [1.052, -3.342, 3.378], [2.394, -1.301, 3.695], [3.018, -1.848, 1.833], [-0.139, -1.177, 0.335], [1.432, -1.564, 0.056], [2.439, -3.665, 0.794], [0.238, -5.590, 2.133], [0.726, -5.779, 0.575], [1.173, -7.704, 2.835], [1.746, -8.114, 1.268], [3.016, -7.966, 2.312]]
}

no.,E_tot (eV)
1,-208075.041
2,-89425.385
3,-76008.834
4,-81693.505
5,-172370.795
6,-35584.404